<A>
Density functional theory data (ωB97M-V/def2-TZVPD) for an isolated molecule of C3H3N3O.

Computed properties:
HOMO-LUMO gap in eV: 9.279
HOMO level in eV: -9.9
SMILES: [H]/N=c1/ncnco1

ORCA input file:
```
! RIJCOSX wB97M-V def2-TZVPD def2/J DEFGRID3
* xyz 0 1
H -1.25557 -0.43320 -2.26262
N -0.33132 -0.76098 -2.20119
C 0.03786 -0.39328 -1.02870
N 1.04434 -0.76764 -0.38393
C 1.16483 -0.45919 0.85381
N 0.34792 0.53845 1.53861
C -0.64050 0.95588 0.85772
O -1.07136 0.47796 -0.26359
H 1.89579 -0.78911 1.53684
H -1.19199 1.63110 1.35305
*
```

<B>
Density functional theory data (ωB97M-V/def2-TZVPD) for an isolated molecule of C3H3N3O.

Computed properties:
HOMO-LUMO gap in eV: 9.375
HOMO level in eV: -9.9
SMILES: N#CN/N=C\C=O

ORCA input file:
```
! RIJCOSX wB97M-V def2-TZVPD def2/J DEFGRID3
* xyz 0 1
N 1.89963 -0.19278 1.37363
C 0.76287 -0.42979 1.34870
N -0.53874 -0.70548 1.16000
N -1.00668 -0.96259 -0.11401
C -0.53945 -0.24345 -1.06010
C 0.26600 1.02280 -0.94224
O 0.06683 1.82970 -0.06706
H -1.01707 -1.23798 1.86889
H -0.86669 -0.52239 -2.06105
H 0.99667 1.21851 -1.74590
*
```

<C>
Density functional theory data (ωB97M-V/def2-TZVPD) for an isolated molecule of C3H3N3O.

Computed properties:
HOMO-LUMO gap in eV: 9.073
HOMO level in eV: -9.3
SMILES: O=Nc1cn[nH]c1

ORCA input file:
```
! RIJCOSX wB97M-V def2-TZVPD def2/J DEFGRID3
* xyz 0 1
O 2.68997 0.26966 -0.00774
N 1.96991 -0.68750 -0.12833
C 0.63195 -0.29162 0.16398
C -0.41114 -1.14484 0.13939
N -1.58999 -0.69148 -0.14310
N -1.25713 0.68410 -0.00532
C 0.00825 0.90846 -0.01336
H -0.30369 -2.27100 -0.02501
H -2.17764 1.26754 0.02850
H 0.43952 1.95667 -0.00903
*
```

<D>
Density functional theory data (ωB97M-V/def2-TZVPD) for a structure of composition C3H3N3O.

Computed properties:
HOMO-LUMO gap in eV: 8.728
HOMO level in eV: -9.2

ORCA input file:
```
! RIJCOSX wB97M-V def2-TZVPD def2/J DEFGRID3
* xyz 0 1
O 2.30272 -0.88401 -0.03529
C 1.15817 -1.07637 0.22394
N 1.03968 0.82156 0.14386
N -0.02675 1.43905 0.14185
C -1.12716 0.64843 -0.11345
C -1.12216 -0.71458 -0.15596
N -0.03995 -1.54908 0.04156
H 1.89732 1.37530 0.33355
H -2.03335 1.21469 -0.24472
H -2.03495 -1.27830 -0.33647
*
```

Most stable: <A>. Least stable: <C>.

<A>
Density functional theory data (ωB97M-V/def2-TZVPD) for an isolated molecule of C3H3OP.

Computed properties:
HOMO-LUMO gap in eV: 8.610
HOMO level in eV: -7.7
SMILES: OP=c1cc1

ORCA input file:
```
! RIJCOSX wB97M-V def2-TZVPD def2/J DEFGRID3
* xyz 0 1
O -1.93232 1.08069 -0.97238
P -0.94183 1.25153 0.36478
C 0.05334 -0.05992 0.23572
C 1.40230 -0.42741 0.73120
C 0.98368 -1.12681 -0.33518
H -2.69902 1.59138 -0.77969
H 2.06002 -0.25439 1.71652
H 1.07382 -2.05507 -0.96097
*
```

<B>
Density functional theory data (ωB97M-V/def2-TZVPD) for an isolated molecule of C3H3OP.

Computed properties:
HOMO-LUMO gap (alpha / beta) in eV: 7.108 / 7.062
HOMO level (alpha / beta) in eV: -7.2 / -7.2

ORCA input file:
```
! RIJCOSX wB97M-V def2-TZVPD def2/J DEFGRID3
* xyz 0 1
C -0.11336 -0.01137 0.96256
C 1.15109 -0.18014 -0.11465
C -0.08026 0.70638 -0.30887
O -1.08929 0.83566 -1.30668
P 1.57921 -0.22978 1.69864
H -0.97629 -0.74437 1.06695
H 1.44817 -0.87402 -0.94630
H -1.91927 0.49765 -1.05164
*
```

<C>
Density functional theory data (ωB97M-V/def2-TZVPD) for an isolated molecule of C3H3OP.

Computed properties:
HOMO-LUMO gap in eV: 9.440
HOMO level in eV: -9.5

ORCA input file:
```
! RIJCOSX wB97M-V def2-TZVPD def2/J DEFGRID3
* xyz 0 1
C -0.36047 -0.26389 -0.31773
C 0.10354 -1.24695 0.40516
C 0.98411 1.29327 0.82214
O 1.03635 -1.16365 1.36998
P 1.69958 0.22746 1.80407
H -0.96013 -0.02147 -1.30157
H -0.11082 -2.35829 0.39986
H 1.17806 2.25179 0.51694
*
```

<D>
Density functional theory data (ωB97M-V/def2-TZVPD) for an isolated molecule of C3H3OP.

Computed properties:
HOMO-LUMO gap in eV: 9.152
HOMO level in eV: -9.4

ORCA input file:
```
! RIJCOSX wB97M-V def2-TZVPD def2/J DEFGRID3
* xyz 0 1
C -0.45728 -0.38202 2.20881
C -0.08120 -1.06015 1.28848
C 0.34214 -0.44482 -1.18711
O 1.13911 -3.04533 -0.24286
P 0.40781 -1.78423 -0.21206
H -0.75729 0.21617 3.01887
H -0.31202 0.34540 -0.89766
H 0.59807 -0.52673 -2.23097
*
```

Most stable: <D>. Least stable: <B>.

<A>
Density functional theory data (ωB97M-V/def2-TZVPD) for a cluster of 2 separate species, C4H12NO in total.

Computed properties:
HOMO-LUMO gap in eV: 9.583
HOMO level in eV: -13.6

ORCA input file:
```
! RIJCOSX wB97M-V def2-TZVPD def2/J DEFGRID3
* xyz 1 1
C 1.03254 -0.45149 -2.26598
C -0.02529 -0.04530 -1.14955
C 0.05158 -0.63409 0.21284
C -0.65626 -1.69321 0.75042
N 0.64846 0.17885 1.40435
H 0.79259 0.26912 -3.12365
H 0.75530 -1.47015 -2.67777
H 2.01778 -0.43041 -1.84306
H -1.07486 -0.16739 -1.56283
H 0.21940 0.98695 -0.97543
H -1.68322 -1.83904 0.38824
H -0.26441 -2.37438 1.57367
H 0.52697 -0.49973 2.19874
H 1.63811 0.43333 1.23126
H 0.19076 1.12870 1.61680
H -1.32795 2.98847 1.29464
H -1.76714 1.59832 1.70059
O -1.07436 2.02144 1.22672
*
```

<B>
Density functional theory data (ωB97M-V/def2-TZVPD) for a cluster of 2 separate species, C4H12NO in total.

Computed properties:
HOMO-LUMO gap in eV: 10.849
HOMO level in eV: -14.2

ORCA input file:
```
! RIJCOSX wB97M-V def2-TZVPD def2/J DEFGRID3
* xyz 1 1
C 0.22541 2.86281 0.16645
C -0.97774 1.98645 -0.10483
C -0.58273 0.70969 0.57696
C -0.58341 -0.41256 -0.11404
N -0.24332 -1.72048 0.56697
H 0.34147 3.68091 1.14405
H 1.16861 2.47207 -0.11945
H 0.35444 3.73125 -0.45828
H -1.88243 2.32155 0.41034
H -1.16538 1.73908 -1.18281
H -0.09486 0.67068 1.66042
H -0.46058 -0.45885 -1.18916
H -0.81788 -2.47065 0.20432
H -0.36538 -1.72587 1.60750
H 0.73080 -2.05543 0.35992
H 2.17183 -4.01636 -1.23842
H 0.71602 -3.87826 -1.38001
O 1.46514 -3.43605 -0.90991
*
```

<C>
Density functional theory data (ωB97M-V/def2-TZVPD) for a cluster of 2 separate species, C4H12NO in total.

Computed properties:
HOMO-LUMO gap in eV: 11.004
HOMO level in eV: -14.4

ORCA input file:
```
! RIJCOSX wB97M-V def2-TZVPD def2/J DEFGRID3
* xyz 1 1
C 2.10268 -1.01168 1.14668
C 0.62975 -0.67910 0.88800
C 0.09938 -1.22926 -0.40361
C -0.58655 -0.56014 -1.31542
N -0.39373 0.93766 -1.36423
H 2.21810 -2.09010 1.24565
H 2.70644 -0.78852 0.25770
H 2.56126 -0.48976 1.97524
H 0.00082 -1.17186 1.63208
H 0.51009 0.39040 1.00371
H 0.22474 -2.30487 -0.49230
H -1.26829 -0.88957 -2.08675
H -1.05631 1.39478 -0.70712
H -0.46247 1.34051 -2.29677
H 0.58014 1.10731 -1.11552
H -2.49151 2.76748 0.28253
H -3.07864 1.42762 0.85771
O -2.29588 1.84910 0.49242
*
```

<D>
Density functional theory data (ωB97M-V/def2-TZVPD) for the ion C4H12NO with charge +1.

Computed properties:
HOMO-LUMO gap in eV: 11.729
HOMO level in eV: -15.1
SMILES: CC[C@H]([NH3+])CO

ORCA input file:
```
! RIJCOSX wB97M-V def2-TZVPD def2/J DEFGRID3
* xyz 1 1
C 0.35759 1.95632 1.23703
C -0.49570 1.02204 0.36251
C 0.13359 -0.37406 -0.02595
N 0.63776 -0.21897 -1.50678
C -0.82365 -1.65135 0.05122
O 0.12851 -2.59577 -0.51697
H 1.35504 1.54311 1.48359
H -0.22473 2.20663 2.15091
H 0.61522 2.83681 0.68944
H -1.44456 1.06107 0.85569
H -0.66630 1.64055 -0.51420
H 1.11217 -0.67158 0.53847
H -0.14569 -0.10012 -2.18265
H 1.14761 0.73458 -1.59960
H 1.16912 -1.00880 -1.71097
H -1.11990 -1.68668 1.08332
H -1.78630 -1.35495 -0.50605
H 0.05022 -3.33883 0.11097
*
```

Most stable: <C>. Least stable: <A>.

<A>
Density functional theory data (ωB97M-V/def2-TZVPD) for a cluster of 2 separate species, C4H12NO in total.

Computed properties:
HOMO-LUMO gap in eV: 9.434
HOMO level in eV: -12.9

ORCA input file:
```
! RIJCOSX wB97M-V def2-TZVPD def2/J DEFGRID3
* xyz 1 1
C -0.64644 1.35136 2.13094
N 0.20557 1.29205 0.89507
H -0.43867 0.47008 2.72707
H -0.40087 2.25049 2.68796
H -1.68646 1.35103 1.82389
H -0.02945 0.46473 0.31049
H 1.19628 1.22737 1.12896
H 0.06805 2.11913 0.31152
C 0.54201 -2.04231 -0.16177
C -0.32393 -1.12992 -0.98858
C 0.16990 -0.32857 -1.92859
O -0.62404 0.51542 -2.63458
H 0.19641 -3.07192 -0.23304
H 1.57263 -2.03079 -0.50864
H 0.53227 -1.78549 0.90248
H -1.40230 -1.18205 -0.87981
H 1.23088 -0.29749 -2.16234
H -0.16183 0.82690 -3.42104
*
```

<B>
Density functional theory data (ωB97M-V/def2-TZVPD) for a cluster of 3 separate species, C4H12NO in total.

Computed properties:
HOMO-LUMO gap in eV: 6.284
HOMO level in eV: -13.5

ORCA input file:
```
! RIJCOSX wB97M-V def2-TZVPD def2/J DEFGRID3
* xyz 1 1
C 2.37898 -0.35666 -0.98729
C 0.94798 -0.53987 -1.32291
C -0.00986 -0.99149 -0.41920
C -1.33364 -0.99473 -0.80759
N -0.01269 0.39407 2.39791
H 2.53000 0.73038 -0.96641
H 3.08388 -0.81587 -1.67750
H 0.69715 -0.27998 -2.34838
H 2.54372 -0.74179 0.01892
H 0.19812 -1.25235 0.61273
H -1.94580 -1.67839 -0.22178
H -1.66812 -0.73622 -1.80681
H 0.63047 0.77048 3.08572
H -0.29543 1.17103 1.81263
H -0.82927 0.09316 2.92162
H -1.62268 0.87559 -0.10684
H -2.42632 2.04352 0.59970
O -1.56994 1.73149 0.30502
*
```

Most stable: <A>. Least stable: <B>.

<A>
Density functional theory data (ωB97M-V/def2-TZVPD) for an isolated molecule of C4H4N4O.

Computed properties:
HOMO-LUMO gap in eV: 8.273
HOMO level in eV: -9.6
SMILES: Cc1nncnc(=O)n1

ORCA input file:
```
! RIJCOSX wB97M-V def2-TZVPD def2/J DEFGRID3
* xyz 0 1
C 0.37908 2.07628 -0.18783
C 0.23567 0.65770 0.20204
N -1.11519 0.37456 0.62425
N -1.68153 -0.66830 0.22876
C -1.05374 -1.73811 -0.55016
N 0.15179 -2.13985 -0.41605
C 0.97487 -1.46172 0.52318
O 1.41629 -1.98267 1.53364
N 1.20842 -0.11402 0.22971
H 0.12875 2.73540 0.61997
H -0.30024 2.27125 -1.03469
H 1.40393 2.22602 -0.55670
H -1.74811 -2.23653 -1.21612
*
```

<B>
Density functional theory data (ωB97M-V/def2-TZVPD) for an isolated molecule of C4H4N4O.

Computed properties:
HOMO-LUMO gap in eV: 9.227
HOMO level in eV: -9.9
SMILES: [H]/N=C/n1cnc(=O)nc1

ORCA input file:
```
! RIJCOSX wB97M-V def2-TZVPD def2/J DEFGRID3
* xyz 0 1
H 1.81670 -2.09826 2.22397
N 1.79525 -1.31404 1.33870
C 0.67189 -1.43189 0.71782
N 0.13473 -0.17004 0.11838
C 0.71331 1.18293 0.13457
N -0.16012 2.00850 -0.32369
C -1.32116 1.73290 -0.90519
O -2.15368 2.68254 -1.09401
N -1.53701 0.43067 -1.52160
C -0.75754 -0.41435 -0.91281
H -0.10488 -2.31401 0.59848
H 1.77126 1.28217 0.58642
H -0.86876 -1.57711 -0.96106
*
```

Most stable: <A>. Least stable: <B>.